No. 1
The following is a DFT calculation (ωB97M-V with the def2-TZVPD basis set) of one molecule with the formula C2H5NO2 at a distorted geometry.

Highest occupied orbital energy = -10.340 eV
Structure (SMILES) = OC/C=N/O
Largest force on an atom = 6.0 eV/A
LUMO = 0.5 eV
Total charge = 0
Multiplicity = 1

Geometry (Å):
C: -1.30 0.37 -0.06
C: 0.21 0.54 -0.04
H: -0.76 -1.34 0.10
H: -1.94 0.83 -0.72
H: -1.74 0.82 0.85
H: 0.84 1.39 -0.20
H: 3.00 -0.90 0.41
N: 0.86 -0.55 0.17
O: -1.57 -0.95 -0.22
O: 2.40 -0.20 -0.29

No. 2
The following is a DFT calculation (ωB97M-V with the def2-TZVPD basis set) of one molecule with the formula C2H5NO2 at a distorted geometry.

Highest occupied orbital energy = -10.103 eV
Structure (SMILES) = CNC(=O)O
Largest force on an atom = 1.8 eV/A
LUMO = 0.4 eV
Total charge = 0
Multiplicity = 1

Geometry (Å):
C: -1.31 -0.44 0.00
N: 0.19 -0.39 0.05
C: 0.74 0.85 0.03
O: 2.09 0.82 -0.04
O: 0.10 1.88 -0.05
H: 2.42 -0.09 0.00
H: 0.73 -1.23 0.02
H: -1.68 0.06 -0.90
H: -1.70 0.04 0.90
H: -1.58 -1.49 -0.01

No. 3
The following is a DFT calculation (ωB97M-V with the def2-TZVPD basis set) of one molecule with the formula C2H5NO2 at a distorted geometry.

Highest occupied orbital energy = -10.913 eV
Structure (SMILES) = CC[N+](=O)[O-]
Largest force on an atom = 5.2 eV/A
LUMO = 0.9 eV
Total charge = 0
Multiplicity = 1

Geometry (Å):
C: -0.35 -0.38 -0.30
C: 0.69 0.51 0.33
N: 2.15 -0.05 0.01
O: 2.85 0.64 -0.59
O: 2.37 -1.14 0.40
H: -1.50 -0.21 -0.11
H: -0.29 -0.34 -1.35
H: -0.03 -1.42 -0.15
H: 0.66 1.63 0.09
H: 0.78 0.44 1.37

Please write out number 1 again, unchanged.
The following is a DFT calculation (ωB97M-V with the def2-TZVPD basis set) of one molecule with the formula C2H5NO2 at a distorted geometry.

Highest occupied orbital energy = -10.340 eV
Structure (SMILES) = OC/C=N/O
Largest force on an atom = 6.0 eV/A
LUMO = 0.5 eV
Total charge = 0
Multiplicity = 1

Geometry (Å):
C: -1.30 0.37 -0.06
C: 0.21 0.54 -0.04
H: -0.76 -1.34 0.10
H: -1.94 0.83 -0.72
H: -1.74 0.82 0.85
H: 0.84 1.39 -0.20
H: 3.00 -0.90 0.41
N: 0.86 -0.55 0.17
O: -1.57 -0.95 -0.22
O: 2.40 -0.20 -0.29